55
Properties=species:S:1:pos:R:3:forces:R:3:nbo_charge:R:1 method="wB97M-V/def2-TZVPD" energy_ev=-34081.4690 de_lowest_kcal_mol=54.92 smiles="C=CCOc1cccc(C(=O)N(C)[C@@H]2CCCN(Cc3ccccc3F)C2)c1"
C -7.457279 -3.634629 0.038810 -0.064 -0.038 -0.001 -0.378
C -6.422621 -3.039614 -0.521592 0.265 0.289 0.076 -0.188
C -6.115887 -1.579655 -0.387322 -0.376 0.106 -0.140 -0.108
O -4.723265 -1.443649 -0.177368 0.161 -0.094 0.063 -0.507
C -4.202019 -0.201436 -0.009373 0.192 0.212 -0.004 0.388
C -4.923912 0.985677 -0.076380 -0.221 -0.288 -0.040 -0.329
C -4.276730 2.196513 0.114164 0.129 0.078 0.020 -0.184
C -2.918760 2.246306 0.356750 0.036 -0.010 -0.007 -0.231
C -2.189494 1.061006 0.416767 -0.380 -0.100 0.180 -0.102
C -0.735002 1.081527 0.776933 -0.002 -0.011 -0.029 0.673
O -0.347450 0.631702 1.839963 -0.067 -0.206 0.234 -0.617
N 0.102384 1.646339 -0.127735 0.168 -0.003 -0.067 -0.434
C -0.327212 2.088576 -1.432499 -0.130 0.140 -0.221 -0.411
C 1.507760 1.768876 0.220200 0.189 0.030 0.116 -0.066
C 2.060213 3.174531 -0.005744 0.003 -0.167 0.257 -0.400
C 3.508316 3.195350 0.473761 0.044 -0.004 -0.310 -0.401
C 4.317277 2.111074 -0.233128 0.095 0.182 0.241 -0.212
N 3.727667 0.811557 0.021011 0.107 -0.009 -0.086 -0.446
C 4.551120 -0.283482 -0.453939 0.093 0.053 -0.117 -0.224
C 4.099076 -1.599868 0.119208 0.100 -0.167 -0.210 -0.135
C 3.501888 -1.678435 1.371459 0.038 -0.135 -0.064 -0.182
C 3.096780 -2.894252 1.891604 -0.037 -0.021 0.118 -0.221
C 3.289339 -4.061845 1.171608 0.013 0.018 -0.011 -0.198
C 3.887980 -4.012398 -0.074830 0.073 0.060 -0.156 -0.302
C 4.279403 -2.786356 -0.578300 -0.091 0.020 0.173 0.459
F 4.860014 -2.750287 -1.804095 -0.046 0.026 0.131 -0.342
C 2.383123 0.750445 -0.517904 -0.297 -0.009 0.223 -0.229
C -2.830361 -0.152228 0.247082 -0.047 0.007 -0.046 -0.250
H -7.650387 -4.684110 -0.098977 -0.008 -0.202 -0.079 0.203
H -8.160664 -3.095221 0.651971 -0.096 0.155 0.155 0.191
H -5.716262 -3.588163 -1.127771 0.050 -0.153 -0.106 0.207
H -6.678878 -1.142486 0.448084 0.051 -0.010 -0.109 0.181
H -6.405567 -1.061380 -1.316629 0.076 0.006 0.172 0.182
H -5.985591 0.982648 -0.267155 -0.081 -0.043 -0.019 0.220
H -4.849521 3.111255 0.070789 -0.046 0.066 0.007 0.215
H -2.424861 3.193046 0.513833 0.061 0.116 -0.001 0.215
H -0.488003 3.170491 -1.455038 -0.006 -0.023 -0.098 0.192
H -1.256873 1.593803 -1.706470 0.098 0.066 -0.062 0.228
H 0.430217 1.833566 -2.173133 -0.018 0.010 -0.035 0.202
H 1.564823 1.531092 1.288061 0.037 0.045 -0.227 0.252
H 2.026120 3.428671 -1.067605 -0.040 0.056 -0.075 0.193
H 1.465625 3.906525 0.543536 -0.062 0.033 -0.039 0.215
H 3.958707 4.170288 0.280302 0.019 0.017 0.041 0.210
H 3.535988 3.008714 1.547913 0.049 0.032 0.056 0.208
H 5.339407 2.107639 0.153663 -0.008 -0.012 -0.081 0.204
H 4.363151 2.331537 -1.316907 0.032 -0.025 0.026 0.157
H 4.565908 -0.345295 -1.556983 0.043 0.034 0.130 0.184
H 5.579659 -0.099287 -0.123149 -0.050 0.034 -0.108 0.213
H 3.349207 -0.764433 1.922742 -0.043 0.114 0.057 0.235
H 2.626214 -2.929577 2.861996 -0.049 -0.001 0.091 0.218
H 2.974194 -5.011445 1.576339 -0.028 -0.083 0.031 0.216
H 4.052413 -4.903229 -0.660576 0.022 -0.074 -0.075 0.226
H 1.981611 -0.252107 -0.355734 -0.035 0.056 -0.045 0.223
H 2.382012 0.954057 -1.606190 0.013 -0.045 0.032 0.157
H -2.280991 -1.077960 0.313973 0.070 -0.128 0.036 0.232



62
Properties=species:S:1:pos:R:3:forces:R:3:nbo_charge:R:1 method="wB97M-V/def2-TZVPD" energy_ev=-59527.9239 total_charge=+1
C -4.116646 -2.060142 -3.728311 0.307 0.179 -0.534 -0.731
C -3.193311 -0.935675 -4.137634 0.046 -2.268 -0.069 0.718
O -3.445138 0.193638 -3.911594 -0.311 2.228 0.281 -0.547
N -1.993063 -1.334437 -4.845410 0.301 0.307 0.087 -0.681
C -0.836914 -1.141695 -3.930058 -0.540 0.556 -0.096 -0.224
C -0.863718 -2.121218 -2.774502 0.537 0.042 0.070 -0.411
C 0.423245 -2.097214 -1.945652 0.080 0.270 -0.394 -0.413
C 0.933031 -0.683476 -1.621041 0.678 -0.691 -0.308 -0.241
N 1.417776 -0.566544 -0.233350 -0.495 -0.560 -0.651 -0.475
C 1.366245 0.494035 0.483379 -0.833 0.454 0.640 0.756
N 1.902405 0.573148 1.730216 0.932 -0.707 -0.275 -0.608
C 3.047562 1.547593 1.592443 0.692 -0.381 -0.295 0.094
O 2.624738 2.762068 1.105245 -0.492 0.712 0.544 -0.501
C 1.963721 2.569973 -0.115629 0.746 -0.537 -1.515 -0.100
P 1.470760 4.168968 -0.975863 -0.664 1.199 0.390 1.001
O 2.853274 5.039051 -0.941533 -0.049 -1.304 -0.011 -0.946
I 1.318856 3.334515 -3.282983 0.150 -0.228 0.268 -0.142
N 0.801690 1.675867 0.012192 0.045 0.607 0.294 -0.510
C -0.173185 2.215268 1.011886 -1.176 0.327 -0.001 -0.251
C -1.427382 2.853226 0.403396 -0.032 -0.147 0.039 -0.399
C -2.602855 1.900741 0.210478 -0.279 -0.622 0.214 -0.222
C -3.298086 1.518415 1.536894 -0.008 0.473 -0.339 -0.619
C -2.238535 0.633393 -0.548080 0.120 0.583 -0.308 -0.607
H -4.145755 -2.167540 -2.651109 0.028 -0.048 0.214 0.235
H -3.811266 -2.970533 -4.221660 0.009 -0.332 0.136 0.235
H -5.105960 -1.786492 -4.070816 -0.310 0.026 0.043 0.251
H -1.890025 -0.599400 -5.544115 0.079 -0.124 -0.114 0.378
H -0.898935 -0.111375 -3.568353 0.117 0.138 0.254 0.175
H 0.085328 -1.183815 -4.499427 0.154 -0.401 -0.213 0.203
H -1.705412 -1.919503 -2.123535 -0.372 -0.042 0.038 0.209
H -0.939291 -3.112801 -3.204709 -0.347 -0.292 0.104 0.232
H 1.172123 -2.587724 -2.557768 0.329 -0.129 0.031 0.218
H 0.335103 -2.693586 -1.043436 -0.249 -0.090 0.198 0.221
H 1.814459 -0.509505 -2.231659 0.121 0.215 -0.163 0.219
H 0.244369 0.102041 -1.869172 -0.360 0.316 0.449 0.258
H 1.856356 -1.393888 0.160936 0.006 0.039 -0.040 0.429
H 2.292061 -0.340628 1.966410 -0.004 0.162 0.614 0.388
H 3.755544 1.129314 0.859655 0.036 -0.197 0.027 0.147
H 3.583407 1.638342 2.521211 -0.258 0.302 0.502 0.225
H 2.664894 2.040893 -0.785145 0.017 0.026 -0.056 0.183
H 3.609140 4.443512 -1.083415 0.216 0.557 -0.024 0.489
H 0.273749 2.938348 1.687560 0.510 -0.066 -0.064 0.223
H -0.526305 1.404663 1.639244 0.170 -0.284 0.144 0.220
H -1.204877 3.387073 -0.515490 0.132 -0.033 -0.217 0.221
H -1.765076 3.609810 1.106373 0.065 0.269 0.120 0.224
H -3.335244 2.421036 -0.396451 -0.119 0.186 -0.156 0.217
H -3.547027 0.466211 1.558128 0.004 -0.287 0.098 0.211
H -4.234491 2.061187 1.602564 -0.151 0.107 0.256 0.228
H -2.712024 1.765982 2.418962 0.118 -0.047 0.109 0.200
H -1.551879 0.020940 0.034106 0.123 -0.231 -0.036 0.173
H -1.804124 0.928594 -1.496994 0.351 -0.179 -0.284 0.208
H -3.122299 0.058352 -0.794079 -0.211 -0.213 0.138 0.226
C 1.362497 -2.179728 5.721437 -0.096 0.027 0.042 -0.828
S 2.379065 -2.343250 4.250966 0.093 0.033 0.208 1.213
O 1.705943 -3.308625 3.339103 0.010 0.129 -0.153 -0.991
C 3.736405 -3.202314 5.053827 0.078 -0.057 -0.010 -0.828
H 0.430348 -1.694957 5.438279 0.021 -0.002 -0.049 0.243
H 1.152646 -3.167483 6.130591 0.028 -0.029 -0.061 0.244
H 1.883796 -1.566177 6.456074 0.021 0.009 -0.032 0.237
H 3.367787 -4.121677 5.507633 -0.060 0.009 -0.035 0.244
H 4.177689 -2.554414 5.811092 -0.022 0.027 -0.020 0.237
H 4.482804 -3.440376 4.298693 -0.035 0.019 -0.032 0.243